No. 1
This record from the Open Molecules 2025 dataset describes C4H9BrN as an isolated structure at a distorted geometry. The level of theory is ωB97M-V with the def2-TZVPD basis set.

ORCA input file:
```
! RIJCOSX wB97M-V def2-TZVPD def2/J DEFGRID3
* xyz 1 1
C 1.84471 -1.14075 1.02846
C 0.82459 -0.32587 1.07310
C 0.07793 0.69627 -1.47362
C -0.43572 -0.23284 -0.42902
N -1.65925 0.25553 0.23526
Br 0.49772 1.08414 2.28205
H 2.61353 -1.13278 1.78656
H 1.96246 -1.86969 0.24519
H 0.38996 1.65233 -1.05976
H 0.92828 0.24333 -1.97785
H -0.69099 0.87555 -2.22639
H -0.53099 -1.26821 -0.73791
H -2.37635 0.55154 -0.43919
H -1.38955 1.06897 0.83273
H -2.05635 -0.45751 0.86038
*
```

Results
- lowest unoccupied orbital energy (eV) = -3.48
- gap between HOMO and LUMO (eV) = 10.41
- maximum force (eV Å⁻¹) = 4.5
- relative energy (zero: lowest compared OMol25 entry of this formula, charge and spin) (eV) = 0.1708

Atomic partial charges in e from the natural (NBO) method, atoms 1 to 5:
1 C -0.41
2 C -0.13
3 C -0.67
4 C -0.02
5 N -0.71

=====

No. 2
This record from the Open Molecules 2025 dataset describes a 3-piece molecular cluster, C16H43ClN4O4P overall. The level of theory is ωB97M-V with the def2-TZVPD basis set.

ORCA input file:
```
! RIJCOSX wB97M-V def2-TZVPD def2/J DEFGRID3
* xyz 1 1
C 2.33312 -4.19180 4.43023
C 1.24608 -4.88636 5.25022
C 0.02845 -5.18413 4.38117
Cl 0.28349 -6.59560 3.32455
P -1.52399 -5.52770 5.25685
N -1.41641 -5.06326 6.84817
C -2.89641 -4.73321 4.32886
N -2.72137 -4.70085 2.90131
H 3.19169 -3.96768 5.05686
H 1.95804 -3.26302 3.99918
H 2.66129 -4.83309 3.61375
H 1.63600 -5.81872 5.65658
H 0.96709 -4.24280 6.08530
H -0.16260 -4.34567 3.70685
H -1.73385 -6.89976 5.28865
H -2.33866 -4.99914 7.27313
H -0.96474 -4.16185 6.96590
H -3.82663 -5.23735 4.59788
H -2.93075 -3.71646 4.72619
H -2.11655 -3.94749 2.61100
H -2.43029 -5.57370 2.48806
C -1.21288 0.62144 -2.52017
O -0.65785 1.28975 -1.40390
C -1.60031 1.79490 -0.47000
C -1.66893 0.95666 0.78760
N -2.26403 -0.34989 0.54611
C -2.09776 -1.33328 1.59780
C -0.71383 -1.67029 2.15170
O 0.10116 -2.48164 1.33817
C 0.71038 -1.81560 0.23985
H -0.44874 0.57700 -3.29377
H -1.51235 -0.40584 -2.27904
H -2.07872 1.15902 -2.91472
H -2.58508 1.89714 -0.93531
H -1.26008 2.79356 -0.18643
H -2.27775 1.49275 1.52317
H -0.64852 0.89546 1.18993
H -1.93218 -0.72433 -0.33133
H -2.54144 -2.26746 1.23917
H -2.70225 -1.00914 2.45551
H -0.88546 -2.27432 3.05604
H -0.16931 -0.77783 2.48395
H 1.06189 -0.82046 0.52388
H 0.03001 -1.72972 -0.61017
H 1.56384 -2.41728 -0.06527
C 2.93845 4.14140 -1.85755
O 2.96458 3.32450 -3.00598
C 1.77891 2.58183 -3.25319
C 0.94790 3.16120 -4.37831
N 0.31111 4.41217 -4.00313
C -0.27713 5.19030 -5.08905
C 0.56709 5.56416 -6.30251
O 1.53808 6.56494 -6.08103
C 2.70573 6.14253 -5.40805
H 3.96832 4.40976 -1.62777
H 2.37282 5.06876 -2.00667
H 2.51295 3.60905 -1.00053
H 1.18932 2.47507 -2.33930
H 2.10485 1.58252 -3.55866
H 0.16650 2.43605 -4.63332
H 1.60051 3.25409 -5.25620
H 0.95746 4.98643 -3.48211
H -0.65080 6.12009 -4.65443
H -1.15264 4.64370 -5.45856
H -0.11836 5.99063 -7.03801
H 1.02971 4.68660 -6.77331
H 3.03517 5.15678 -5.75063
H 2.57084 6.11831 -4.32237
H 3.48585 6.86824 -5.63280
*
```

Results
- lowest unoccupied orbital energy (eV) = -3.15
- gap between HOMO and LUMO (eV) = 6.61
- maximum force (eV Å⁻¹) = 0.6

Atomic partial charges in e from the natural (NBO) method, atoms 1 to 5:
1 C -0.61
2 C -0.42
3 C -0.54
4 Cl 0.02
5 P 1.48

=====

No. 3
This record from the Open Molecules 2025 dataset describes C43H54AsClNO8P2Ru as an isolated structure at a distorted geometry. The level of theory is ωB97M-V with the def2-TZVPD basis set.

ORCA input file:
```
! RIJCOSX wB97M-V def2-TZVPD def2/J DEFGRID3
* xyz 3 5
Ru -0.43067 -0.36198 0.28025
C 1.04849 4.84836 3.96424
C 2.08332 3.99710 3.25563
C 2.95723 3.25708 4.25080
O 1.40750 3.09125 2.27842
P 0.93023 1.62895 2.42111
O -0.11910 1.38712 1.34061
C 2.35446 0.52680 2.21095
P 2.82607 0.29889 0.45504
O 1.66736 0.17211 -0.49122
O 3.67152 1.51086 -0.02596
C 5.11237 1.72262 0.23473
C 5.82428 1.69619 -1.10123
C 5.26687 3.05170 0.94247
O 3.70729 -0.98853 0.59687
C 4.15806 -1.76635 -0.57950
C 5.56972 -2.22415 -0.29152
C 3.19047 -2.91400 -0.79842
O 0.34590 1.31838 3.84714
C -1.10718 1.33801 4.14446
C -1.25940 0.70439 5.50844
C -1.67470 2.74526 4.08701
H 1.53223 5.75062 4.33668
H 0.62948 4.31577 4.81806
H 0.24628 5.15142 3.29316
H 2.69013 4.61653 2.59873
H 2.36556 2.55144 4.83710
H 3.38122 3.98742 4.93818
H 3.79039 2.73841 3.77817
H 2.14664 -0.44519 2.65865
H 3.21717 0.94756 2.72892
H 5.46477 0.90398 0.86687
H 5.44297 2.49174 -1.74147
H 5.68669 0.74039 -1.60775
H 6.89069 1.85506 -0.94761
H 4.85194 3.85148 0.32847
H 6.32359 3.25452 1.10897
H 4.76177 3.04940 1.90801
H 4.14551 -1.10350 -1.44945
H 5.59360 -2.84030 0.60725
H 6.23827 -1.37422 -0.15596
H 5.93537 -2.81752 -1.12871
H 3.23297 -3.61170 0.04024
H 3.46748 -3.45416 -1.70327
H 2.17273 -2.53830 -0.91339
H -1.58850 0.72622 3.38161
H -0.69946 1.27751 6.24726
H -0.89022 -0.32147 5.51604
H -2.30995 0.71029 5.79752
H -1.32283 3.33372 4.93247
H -2.76243 2.70531 4.13062
H -1.38830 3.24140 3.15868
O -2.49366 -1.41873 -0.74996
C -1.63769 -2.20459 -1.20953
O -0.38881 -1.97937 -0.88604
C -1.93999 -3.33996 -2.07272
C -0.89337 -4.08458 -2.62998
C -1.18133 -5.18663 -3.41045
C -2.50680 -5.54078 -3.64405
C -3.54767 -4.79449 -3.09746
C -3.27095 -3.69445 -2.31012
H 0.12903 -3.77992 -2.44992
H -0.38063 -5.78085 -3.82942
H -2.72918 -6.40416 -4.25695
H -4.57260 -5.08597 -3.28206
H -4.06381 -3.10351 -1.87020
C -5.41061 2.82186 -2.00866
C -5.11118 2.07501 -0.87913
C -3.86021 1.48844 -0.74886
C -2.92504 1.65044 -1.76035
C -3.22000 2.40010 -2.89915
C -4.47254 2.97357 -3.02431
As -1.13112 0.91108 -1.69777
C -0.96563 -0.13743 -3.30368
C -2.12180 -0.59253 -3.94184
C -2.00373 -1.37275 -5.07967
C -0.74786 -1.72284 -5.55955
C 0.40124 -1.30031 -4.89960
C 0.29619 -0.51553 -3.76466
C -0.13000 2.55942 -1.92485
C 0.61774 2.81499 -3.06784
C 1.17365 4.07456 -3.23475
C 0.99231 5.05432 -2.26776
C 0.26483 4.78171 -1.11455
C -0.30045 3.53133 -0.93965
H -6.37735 3.29918 -2.09568
H -5.85515 1.94495 -0.10505
H -3.62108 0.88424 0.11878
H -2.47662 2.52702 -3.67693
H -4.71186 3.54530 -3.91044
H -3.09770 -0.32602 -3.55861
H -2.89751 -1.70615 -5.58957
H -0.66222 -2.32712 -6.45299
H 1.37575 -1.58134 -5.27580
H 1.18538 -0.18322 -3.23918
H 0.74601 2.05808 -3.83089
H 1.74190 4.28748 -4.13012
H 1.40528 6.04240 -2.42205
H 0.11849 5.54610 -0.36334
H -0.88859 3.31666 -0.05766
Cl 1.61437 -4.45409 3.40600
C 0.25187 -3.46505 3.12690
C -0.92583 -3.60433 3.85819
C -2.00629 -2.79054 3.55558
C -1.88929 -1.84891 2.55015
N -0.74234 -1.70069 1.87401
C 0.30326 -2.50056 2.13479
H -0.99878 -4.35353 4.63621
H -2.93885 -2.89222 4.09251
H -2.72438 -1.22698 2.25531
H 1.19206 -2.39370 1.51960
*
```

Results
- lowest unoccupied orbital energy (alpha / beta) (eV) = -9.52 / -11.17
- gap between HOMO and LUMO (alpha / beta) (eV) = 6.53 / 4.85
- maximum force (eV Å⁻¹) = 3.1

Atomic partial charges in e from the Löwdin method, atoms 1 to 5:
1 Ru 1.51
2 C -0.03
3 C -0.36
4 C -0.04
5 O -0.15

=====

No. 4
This record from the Open Molecules 2025 dataset describes C22H30N2O3 in the gas phase. The level of theory is ωB97M-V with the def2-TZVPD basis set.

ORCA input file:
```
! RIJCOSX wB97M-V def2-TZVPD def2/J DEFGRID3
* xyz 0 1
C -3.60057 -0.22064 -2.01111
O -3.20676 0.72348 -1.04705
C -1.89190 1.08743 -1.00683
C -0.88343 0.53767 -1.77676
C 0.42469 0.98480 -1.65938
C 0.75594 1.97617 -0.75643
C 2.16697 2.47224 -0.57975
C 3.23938 1.38149 -0.75111
C 4.58646 1.87995 -0.20115
N 2.78104 0.13172 -0.19097
C 2.44477 0.10671 1.21640
C 2.09054 -1.33814 1.60695
N 1.51117 -2.04762 0.49919
C 0.16659 -2.29093 0.31891
C -0.20777 -3.29520 -0.58016
C -1.52807 -3.63657 -0.80533
C -2.52945 -2.98647 -0.11539
C -2.19279 -1.98724 0.78631
C -0.87596 -1.62070 1.00613
O -0.53211 -0.61295 1.87838
C -1.54920 0.01579 2.61630
C 2.43491 -2.21030 -0.60367
C 3.46627 -1.06626 -0.60177
C -0.25810 2.53455 0.01970
C -1.56950 2.11636 -0.09830
O -2.62085 2.61849 0.62271
C -2.37825 3.69655 1.48789
H -3.11672 -1.18906 -1.84690
H -4.67744 -0.32990 -1.89014
H -3.38451 0.12980 -3.02632
H -1.10342 -0.25488 -2.47383
H 1.18328 0.53642 -2.27824
H 2.36866 3.26254 -1.30957
H 2.26323 2.91909 0.41214
H 3.37059 1.19641 -1.82501
H 5.35330 1.11976 -0.33407
H 4.89438 2.77758 -0.73129
H 4.51007 2.11662 0.85741
H 3.26724 0.46091 1.86337
H 1.57175 0.74349 1.36893
H 1.41254 -1.34534 2.45492
H 3.00118 -1.87867 1.89870
H 0.56254 -3.84504 -1.09726
H -1.76518 -4.42116 -1.50901
H -3.56669 -3.24789 -0.26218
H -2.98827 -1.47442 1.30194
H -2.27418 0.51906 1.97124
H -1.04046 0.75589 3.23432
H -2.07221 -0.69391 3.26755
H 1.87382 -2.17288 -1.53970
H 2.95578 -3.17863 -0.54254
H 4.31925 -1.31629 0.05351
H 3.85721 -0.93846 -1.61335
H -0.00132 3.31086 0.72462
H -3.34701 3.95725 1.91200
H -1.97422 4.56208 0.95175
H -1.69379 3.42159 2.29831
*
```

Results
- structure (SMILES) = COc1ccc(C[C@@H](C)N2CCN(c3ccccc3OC)CC2)cc1OC
- lowest unoccupied orbital energy (eV) = 0.82
- gap between HOMO and LUMO (eV) = 7.91
- maximum force (eV Å⁻¹) = 0.6
- relative energy (zero: lowest compared OMol25 entry of this formula, charge and spin) (eV) = 3.7968

Atomic partial charges in e from the natural (NBO) method, atoms 1 to 5:
1 C -0.26
2 O -0.49
3 C 0.24
4 C -0.28
5 C -0.20

=====

No. 5
This record from the Open Molecules 2025 dataset describes C9H14NaO9 as an isolated structure at a distorted geometry. The level of theory is ωB97M-V with the def2-TZVPD basis set.

ORCA input file:
```
! RIJCOSX wB97M-V def2-TZVPD def2/J DEFGRID3
* xyz 1 1
Na 0.29767 1.12860 -1.08962
C -0.98664 3.73784 2.47567
C -0.59278 5.15187 2.04672
O -0.85288 5.15894 0.69559
C -0.52971 3.92975 0.32292
O -0.34136 3.56630 -0.83304
O -0.46801 3.18272 1.35573
H -2.02489 3.53638 2.73936
H -0.36899 3.46292 3.33067
H 0.40230 5.56303 2.21662
H -1.30752 5.81469 2.53450
C 0.84948 -2.08808 3.53098
C -0.42828 -1.32718 3.43356
O -0.51795 -0.80464 2.13356
C 0.43915 -1.29591 1.44344
O 0.67898 -0.92303 0.34196
O 1.26450 -2.12751 2.24218
H 0.72882 -3.09164 3.93889
H 1.49975 -1.45151 4.13102
H -0.24162 -0.54583 4.17028
H -1.33683 -1.89592 3.63143
C 1.84375 -1.26709 -4.27759
O 0.64601 -2.02489 -4.41661
C -0.29146 -1.65563 -3.43639
O -0.28900 -0.62085 -2.71892
O -1.08474 -2.58963 -3.14674
C -0.93294 -4.00185 -3.47190
H 1.67944 -0.22702 -4.55926
H 2.58915 -1.70868 -4.93901
H 2.23657 -1.24179 -3.26113
H 0.00053 -4.40746 -3.08177
H -0.92031 -4.28376 -4.52474
H -1.64021 -4.65312 -2.95836
*
```

Results
- lowest unoccupied orbital energy (eV) = -2.61
- gap between HOMO and LUMO (eV) = 11.22
- maximum force (eV Å⁻¹) = 6.1

Atomic partial charges in e from the natural (NBO) method, atoms 1 to 5:
1 Na 0.97
2 C -0.10
3 C -0.12
4 O -0.45
5 C 0.98

=====

No. 6
This record from the Open Molecules 2025 dataset describes a 4-piece molecular cluster, C22H25N6P overall at a distorted geometry. The level of theory is ωB97M-V with the def2-TZVPD basis set.

ORCA input file:
```
! RIJCOSX wB97M-V def2-TZVPD def2/J DEFGRID3
* xyz 0 1
N -3.00081 -1.76859 -8.22379
C -3.25837 -1.60042 -6.94708
C -3.66133 -1.69322 -5.35314
P -4.54949 -0.07084 -4.87728
N -3.76582 1.28097 -5.34967
C -2.34726 -2.06124 -4.44454
C -2.66835 -3.25743 -3.34766
N -3.00469 -4.25974 -2.59691
C -1.70110 -0.80476 -3.61302
C -2.24832 -0.36090 -2.09630
C -1.60772 0.85711 -1.20040
C -0.31395 1.75394 -1.75003
C 0.24400 1.35961 -3.27549
C -0.42160 0.11634 -4.17138
H -4.43629 -2.58660 -5.19089
H -4.76016 0.00232 -3.43936
H -5.81877 -0.07102 -5.61720
H -2.85906 0.98667 -5.82107
H -1.53936 -2.51461 -5.18636
H -3.13653 -0.99106 -1.66661
H -2.01106 1.14414 -0.12184
H 0.16527 2.60808 -1.08513
H 1.16950 2.00124 -3.64797
H 0.07251 -0.09054 -5.21440
C 1.64995 0.25677 3.55630
C 2.59232 -0.17917 2.59446
C 2.00789 -0.04137 1.35535
N 0.74428 0.45792 1.53621
C 0.51920 0.64807 2.87476
H 1.78227 0.28364 4.63012
H 3.59011 -0.55274 2.78512
H 2.38156 -0.25653 0.36316
H 0.08200 0.65593 0.79741
H -0.42434 1.04297 3.22687
C 6.80033 1.00869 0.31418
C 7.36526 -0.28766 0.25452
C 7.07861 -0.91560 1.44593
N 6.36467 -0.04188 2.22415
C 6.18542 1.13219 1.54008
H 6.83693 1.76960 -0.45458
H 7.92077 -0.71716 -0.56915
H 7.32203 -1.90624 1.80610
H 6.02284 -0.23391 3.15684
H 5.63849 1.95339 1.98361
C -3.63856 1.31751 6.03826
C -3.56567 -0.05035 6.39445
C -2.31297 -0.50017 6.04183
N -1.62922 0.54708 5.48107
C -2.42770 1.66106 5.47968
H -4.48270 1.98077 6.17556
H -4.34305 -0.64325 6.85882
H -1.85130 -1.47356 6.14049
H -0.68318 0.50463 5.12493
H -2.06746 2.59992 5.08097
*
```

Results
- structure (SMILES) = N#C[C@H]([PH2]=N)[C@H](C#N)c1ccccc1.c1cc[nH]c1.c1cc[nH]c1.c1cc[nH]c1
- lowest unoccupied orbital energy (eV) = -0.96
- gap between HOMO and LUMO (eV) = 7.34
- maximum force (eV Å⁻¹) = 12.5

Atomic partial charges in e from the natural (NBO) method, atoms 1 to 5:
1 N -0.27
2 C 0.24
3 C -0.60
4 P 1.25
5 N -1.27

=====

Look up the maximum force of the fourth one.
0.6 eV Å⁻¹

=====

Please write out number 4 again, unchanged.
This record from the Open Molecules 2025 dataset describes C22H30N2O3 in the gas phase. The level of theory is ωB97M-V with the def2-TZVPD basis set.

ORCA input file:
```
! RIJCOSX wB97M-V def2-TZVPD def2/J DEFGRID3
* xyz 0 1
C -3.60057 -0.22064 -2.01111
O -3.20676 0.72348 -1.04705
C -1.89190 1.08743 -1.00683
C -0.88343 0.53767 -1.77676
C 0.42469 0.98480 -1.65938
C 0.75594 1.97617 -0.75643
C 2.16697 2.47224 -0.57975
C 3.23938 1.38149 -0.75111
C 4.58646 1.87995 -0.20115
N 2.78104 0.13172 -0.19097
C 2.44477 0.10671 1.21640
C 2.09054 -1.33814 1.60695
N 1.51117 -2.04762 0.49919
C 0.16659 -2.29093 0.31891
C -0.20777 -3.29520 -0.58016
C -1.52807 -3.63657 -0.80533
C -2.52945 -2.98647 -0.11539
C -2.19279 -1.98724 0.78631
C -0.87596 -1.62070 1.00613
O -0.53211 -0.61295 1.87838
C -1.54920 0.01579 2.61630
C 2.43491 -2.21030 -0.60367
C 3.46627 -1.06626 -0.60177
C -0.25810 2.53455 0.01970
C -1.56950 2.11636 -0.09830
O -2.62085 2.61849 0.62271
C -2.37825 3.69655 1.48789
H -3.11672 -1.18906 -1.84690
H -4.67744 -0.32990 -1.89014
H -3.38451 0.12980 -3.02632
H -1.10342 -0.25488 -2.47383
H 1.18328 0.53642 -2.27824
H 2.36866 3.26254 -1.30957
H 2.26323 2.91909 0.41214
H 3.37059 1.19641 -1.82501
H 5.35330 1.11976 -0.33407
H 4.89438 2.77758 -0.73129
H 4.51007 2.11662 0.85741
H 3.26724 0.46091 1.86337
H 1.57175 0.74349 1.36893
H 1.41254 -1.34534 2.45492
H 3.00118 -1.87867 1.89870
H 0.56254 -3.84504 -1.09726
H -1.76518 -4.42116 -1.50901
H -3.56669 -3.24789 -0.26218
H -2.98827 -1.47442 1.30194
H -2.27418 0.51906 1.97124
H -1.04046 0.75589 3.23432
H -2.07221 -0.69391 3.26755
H 1.87382 -2.17288 -1.53970
H 2.95578 -3.17863 -0.54254
H 4.31925 -1.31629 0.05351
H 3.85721 -0.93846 -1.61335
H -0.00132 3.31086 0.72462
H -3.34701 3.95725 1.91200
H -1.97422 4.56208 0.95175
H -1.69379 3.42159 2.29831
*
```

Results
- structure (SMILES) = COc1ccc(C[C@@H](C)N2CCN(c3ccccc3OC)CC2)cc1OC
- lowest unoccupied orbital energy (eV) = 0.82
- gap between HOMO and LUMO (eV) = 7.91
- maximum force (eV Å⁻¹) = 0.6
- relative energy (zero: lowest compared OMol25 entry of this formula, charge and spin) (eV) = 3.7968

Atomic partial charges in e from the natural (NBO) method, atoms 1 to 5:
1 C -0.26
2 O -0.49
3 C 0.24
4 C -0.28
5 C -0.20